C30H47GeN4O7P2V | ωB97M-V with the def2-TZVPD basis set

Cartesian coordinates (Å):
V 0.06540 0.12374 -0.07064
C 3.57882 -1.14379 -2.39484
C 3.23981 0.32675 -2.12434
C 1.85653 0.88199 -2.47007
N 0.71671 0.09952 -1.99280
C -0.04943 -0.57627 -2.85029
C 0.33625 -0.82656 -4.18358
C -0.35896 -1.30509 -5.28141
C -1.69295 -1.63392 -5.42230
C -2.62536 -1.60838 -4.39732
C -2.46002 -1.38290 -3.04634
C -1.31553 -1.08358 -2.26386
N -1.34060 -1.09053 -0.94350
C -2.61725 -1.32847 -0.27245
C -2.58030 -1.49880 1.24797
C -1.79454 -0.44904 2.03991
N -0.37575 -0.65410 1.75611
C 0.25863 -1.69805 2.29277
C -0.12647 -2.27941 3.50259
C 0.36889 -3.37587 4.21295
C 1.43842 -4.19440 3.95391
C 2.27985 -4.09731 2.83898
C 2.22404 -3.27142 1.74942
C 1.30472 -2.23433 1.39022
N 1.26105 -1.70845 0.19313
C 1.91097 -2.43675 -0.89017
C 3.36967 -2.07450 -1.19897
H 4.63948 -1.19647 -2.65475
H 3.04050 -1.53515 -3.26323
H 3.94865 0.96282 -2.66411
H 3.43441 0.50290 -1.06271
H 1.77382 1.06134 -3.54136
H 1.77483 1.86890 -2.01437
H 1.36760 -0.59247 -4.39934
H 0.24201 -1.39242 -6.18110
H -2.04041 -1.91340 -6.40817
H -3.64796 -1.82469 -4.69020
H -3.37669 -1.45202 -2.48068
H -3.08364 -2.23515 -0.67133
H -3.29195 -0.49426 -0.51041
H -2.17833 -2.48318 1.50423
H -3.62480 -1.49256 1.57342
H -2.03177 -0.53243 3.10133
H -2.08086 0.55764 1.73626
H -0.97057 -1.80244 3.98050
H -0.17303 -3.58828 5.12915
H 1.65919 -4.97379 4.67137
H 3.10089 -4.80745 2.81840
H 3.00702 -3.44237 1.02233
H 1.31387 -2.27765 -1.78533
H 1.83347 -3.50656 -0.67393
H 3.91537 -3.00254 -1.39301
H 3.83580 -1.62962 -0.31244
O -2.98943 3.14432 -0.92484
P -1.42026 2.88472 -1.00367
O -0.88499 3.01623 -2.35815
O -1.18680 1.64759 -0.15399
O -0.84944 4.07977 0.00903
P 0.64803 3.99437 0.53663
O 0.85891 5.45226 1.12538
O 0.64502 2.99603 1.76030
O 1.69486 3.62307 -0.42437
H -3.27649 3.69220 -1.66550
H 0.07462 5.83481 1.53555
C 5.38310 1.92028 0.05840
C 5.85339 2.96642 1.05901
C 5.00249 3.00545 2.32282
C 3.51136 3.24878 2.08937
Ge 2.12141 1.87676 1.77670
C 2.08943 0.85715 3.43619
C 3.21584 -0.18582 3.42408
C 3.22905 -1.07714 4.66607
C 3.63334 -0.32578 5.92922
H 6.10384 1.75480 -0.74488
H 4.45384 2.25009 -0.40522
H 5.20419 0.95240 0.54074
H 5.81404 3.95122 0.58258
H 6.89685 2.80767 1.34359
H 5.36873 3.82747 2.94601
H 5.15523 2.09694 2.91419
H 3.36966 4.04995 1.36423
H 3.06974 3.57798 3.03722
H 1.87191 0.84962 0.51697
H 1.11496 0.41025 3.64451
H 2.28871 1.59173 4.22029
H 4.17944 0.33257 3.36076
H 3.15387 -0.80647 2.52694
H 3.91533 -1.91167 4.49940
H 2.23705 -1.51961 4.80395
H 4.62109 0.12814 5.81749
H 3.66972 -0.99340 6.79095
H 2.92742 0.47228 6.16612

Summary:
HOMO (alpha / beta): -0.2566 / -0.2645 Ha
HOMO-LUMO gap (alpha / beta): 0.2498 / 0.2633 hartree
Energy relative to the best compared isomer or geometry (same formula, charge and spin): 3.3 kcal per mole
Largest force on an atom: 1.73 eV/Å
Multiplicity: 3